Entry 1:
This record from OMol25 describes C5H14N2 in the gas phase in a non-equilibrium geometry. The level of theory is ωB97M-V/def2-TZVPD.

Structure (XYZ):
```
21
Properties=species:S:1:pos:R:3:forces:R:3:mulliken_charge:R:1
C 1.388869 -1.036025 0.829322 0.91 2.39 -1.57 -0.767
C 1.976001 0.745698 -1.292503 0.05 -0.76 -0.18 -0.984
N 1.065128 0.457718 -0.181418 -0.15 -2.25 1.93 -0.284
H 1.242984 1.144992 0.550360 -0.44 0.31 -0.12 0.381
H 3.008717 0.628692 -0.951309 -0.05 0.24 -0.38 0.333
H 1.398993 -1.965380 0.270838 -0.20 0.42 -0.30 0.321
H 0.816216 -1.122306 1.742566 -0.66 0.44 -0.37 0.281
H 2.386817 -0.699760 1.113198 0.30 -0.26 -0.07 0.386
H 1.769281 1.717957 -1.747759 0.12 0.21 0.62 0.378
H 1.755776 0.060404 -2.113832 0.20 -0.37 0.23 0.335
C -1.911206 -0.790541 1.250848 -0.14 -0.15 0.01 -1.435
N -1.173266 1.656378 -0.455089 0.90 0.39 0.66 -0.729
C -0.600253 0.324282 -0.667984 -2.22 -1.33 0.05 0.141
C -1.165175 -0.854534 -0.051057 0.30 0.88 -0.60 -0.510
H -1.898773 1.857713 -1.131782 0.19 -0.27 -0.08 0.264
H -1.619162 1.704065 0.455407 0.03 -0.09 -0.06 0.261
H -0.543918 0.176893 -1.748233 0.59 0.03 0.11 0.338
H -1.556203 -1.589616 -0.748398 0.30 -0.05 -0.05 0.291
H -2.989366 -0.590706 1.122908 0.09 0.14 0.25 0.295
H -1.509626 -0.076741 1.980526 -0.02 0.21 -0.14 0.365
H -1.841836 -1.749184 1.773392 -0.09 -0.11 0.04 0.338
```
Positions in Å, forces in eV/Å.

Summary:
- ΔE to the lowest compared entry with this formula, charge and spin (kcal per mole) = 116.8
- strongest force on any atom (eV Å⁻¹) = 3.00
- frontier orbital gap (eV) = 6.3
- HOMO level (eV) = -5.436



Entry 2:
This record from OMol25 describes 2 unconnected molecules or ions with the total composition C5H8FNS in a non-equilibrium geometry. The level of theory is ωB97M-V/def2-TZVPD.

Structure (XYZ):
```
16
Properties=species:S:1:pos:R:3:forces:R:3:mulliken_charge:R:1
C 0.930410 -0.168400 0.722023 -1.88 1.04 -0.09 0.548
C -0.093563 1.640188 -0.750604 -2.12 -0.32 -1.93 -0.453
C -0.842196 1.183984 0.491532 1.35 -1.39 -0.58 0.267
C 1.939058 -1.070860 1.306822 -2.39 0.06 2.43 -1.068
C -1.776573 -1.096655 -1.190625 -0.76 0.41 -0.65 -0.977
N -0.239287 0.257699 1.215882 0.57 0.30 0.49 -0.523
F -1.881017 1.849724 0.972678 0.04 -0.03 -0.20 -0.262
S 1.251879 0.471668 -0.867079 0.48 -0.18 -0.62 -0.170
H -0.717248 1.702549 -1.772708 1.20 -0.31 2.39 0.285
H 0.354827 2.588912 -0.622126 0.23 1.39 0.26 0.421
H 2.837867 -0.545260 1.259774 1.78 0.85 0.50 0.361
H 2.063937 -1.859232 0.624632 0.11 -1.75 -0.47 0.322
H 1.636355 -1.366343 2.395326 0.74 0.32 -2.17 0.263
H -2.809073 -1.272049 -1.025319 -0.77 -0.06 0.39 0.323
H -1.088949 -1.627928 -0.602396 0.91 -0.42 0.45 0.340
H -1.566428 -0.687999 -2.157816 0.52 0.08 -0.20 0.322
```
Positions in Å, forces in eV/Å.

Summary:
- ΔE to the lowest compared entry with this formula, charge and spin (kcal per mole) = 78.4
- strongest force on any atom (eV Å⁻¹) = 3.41
- frontier orbital gap (alpha / beta) (eV) = 7.0 / 9.0
- HOMO level (alpha / beta) (eV) = -6.800 / -8.725



Entry 3:
This record from OMol25 describes 5 unconnected molecules or ions with the total composition C19H35BFN6O4S in a non-equilibrium geometry. The level of theory is ωB97M-V/def2-TZVPD.

Structure (XYZ):
```
67
Properties=species:S:1:pos:R:3:forces:R:3:mulliken_spin:R:1
C -0.967564 -0.723866 2.716431 -0.76 0.45 0.07 0.000
N 0.408094 -0.317212 2.351281 0.14 -1.18 -0.72 0.000
C 1.293666 -0.656666 3.496585 0.32 0.76 0.21 0.000
B 0.795770 -1.069878 1.133524 -0.14 -1.02 0.78 0.000
O 1.012021 -2.476436 1.275208 0.38 1.79 0.06 0.000
C 1.006745 -0.329407 -0.296804 0.68 -0.68 1.11 -0.007
S 0.743892 -1.604976 -1.611366 -5.06 0.90 -2.23 -0.001
O 0.742510 -0.995350 -2.959039 1.72 -1.31 2.42 0.003
O -0.593205 -2.202865 -1.348814 3.26 0.27 0.24 0.000
F 1.909113 -2.748043 -1.458299 -1.02 1.44 -0.13 0.000
C -0.083962 0.778364 -0.432978 0.17 -0.18 -1.68 0.007
C 0.420879 2.233107 -0.687928 -2.69 0.52 0.15 0.024
C 0.295566 3.034116 0.645468 -0.06 -0.19 0.03 0.028
C -0.634461 2.870906 -1.672803 1.38 -0.06 -0.29 -0.025
N 1.718368 2.342012 -1.359703 -0.11 0.15 1.97 0.330
O 2.035204 3.551115 -1.629047 0.05 -0.18 -0.61 0.574
C 2.817670 1.597816 -0.746262 2.71 -0.82 -0.32 0.011
C 3.479632 2.313953 0.492936 0.05 -0.36 -0.01 0.031
C 3.968368 1.543708 -1.845503 -0.89 1.01 0.13 0.010
C 2.516984 0.121410 -0.349415 -0.65 -0.25 0.27 0.011
H -1.055295 -1.799946 2.964470 0.11 0.41 -0.20 0.000
H -1.300307 -0.146470 3.601357 0.19 -0.23 -0.43 0.000
H -1.684186 -0.503843 1.902285 0.32 -0.14 0.30 0.000
H 2.147337 -1.308437 3.233541 -0.42 0.20 0.01 0.000
H 1.710951 0.298890 3.877940 -0.17 -0.60 0.02 0.000
H 0.717898 -1.139187 4.302145 0.39 0.17 -0.28 0.000
H 1.921239 -2.657217 1.017775 -0.02 -0.59 -0.39 0.000
H -0.786519 0.825084 0.414808 0.62 -0.27 -0.18 0.000
H -0.707165 0.504000 -1.309517 0.33 0.11 0.44 0.007
H -0.783008 3.044376 0.906687 0.54 -0.05 -0.18 0.001
H 0.811092 2.558886 1.500648 -0.03 0.33 -0.43 -0.004
H 0.582601 4.087662 0.497475 0.17 -0.49 0.11 0.000
H -0.264398 2.628955 -2.691332 -0.68 0.10 0.79 0.008
H -0.593058 3.972018 -1.598155 -0.29 -0.55 0.04 0.002
H -1.646384 2.472013 -1.505635 0.37 0.31 0.06 -0.001
H 3.124361 1.916853 1.461442 -0.11 0.38 -0.43 -0.005
H 3.383313 3.409105 0.457948 -0.09 -0.44 -0.09 -0.002
H 4.560251 2.072169 0.440172 -0.54 0.15 0.17 -0.001
H 4.612675 2.424759 -1.684806 -0.12 -0.50 -0.25 0.001
H 3.476704 1.692643 -2.824474 0.46 -0.46 0.29 -0.005
H 4.555923 0.616317 -1.792328 -0.20 0.39 -0.04 0.001
H 3.055000 -0.599106 -0.995664 -0.23 0.58 0.20 0.003
H 2.948259 -0.039095 0.663296 -0.16 0.15 -0.53 -0.002
C -2.164700 -4.898988 0.190591 0.06 -0.20 -0.32 0.000
C -2.644589 -4.080651 1.298940 0.12 -0.12 -0.21 0.000
N -3.019318 -3.437800 2.172026 -0.01 0.00 0.09 0.000
H -2.163902 -4.336488 -0.743081 0.01 0.16 0.14 0.000
H -1.145781 -5.242707 0.366739 -0.02 0.14 0.13 0.000
H -2.791793 -5.779343 0.048262 -0.09 0.08 0.16 0.000
C -0.867717 -3.870537 5.057738 -0.16 -0.21 -0.18 0.000
C -0.339245 -2.882156 5.993981 -0.12 -0.22 -0.14 0.000
N 0.076609 -2.101140 6.724030 0.03 0.05 0.03 0.000
H -1.787223 -3.520136 4.586748 0.05 0.11 0.07 0.000
H -0.152153 -4.083584 4.262627 0.08 0.14 0.07 0.000
H -1.092321 -4.811030 5.561102 0.06 0.10 0.14 0.000
C -5.324344 1.583407 -1.983525 -0.11 -0.24 -0.21 0.000
C -4.821656 2.602224 -1.066961 -0.06 -0.13 -0.12 0.000
N -4.425873 3.402802 -0.347067 0.03 -0.02 0.02 0.000
H -6.251107 1.902607 -2.459834 0.04 0.13 0.10 0.000
H -4.603362 1.372273 -2.773450 0.08 0.13 0.09 0.000
H -5.526505 0.647664 -1.462513 0.06 0.10 0.13 0.000
C -0.444264 0.556470 -5.869200 0.07 -0.33 -0.14 0.000
C -0.423021 1.877189 -5.248543 -0.01 -0.19 -0.14 0.002
N -0.410366 2.911949 -4.752461 -0.02 0.01 -0.43 -0.001
H 0.244958 -0.125238 -5.369469 -0.01 0.16 0.14 0.000
H -1.438502 0.112742 -5.821023 -0.02 0.14 0.09 0.000
H -0.156398 0.608234 -6.919205 0.00 0.18 0.04 0.000
```
Positions in Å, forces in eV/Å.

Summary:
- strongest force on any atom (eV Å⁻¹) = 5.60
- multiplicity = 2
- frontier orbital gap (alpha / beta) (eV) = 8.6 / 9.3
- HOMO level (alpha / beta) (eV) = -8.611 / -9.306



Entry 4:
This record from OMol25 describes C3H4S in the gas phase in a non-equilibrium geometry. The level of theory is ωB97M-V/def2-TZVPD.

Structure (XYZ):
```
8
Properties=species:S:1:pos:R:3:forces:R:3:mulliken_charge:R:1
C -0.580977 -0.905492 0.073700 -1.85 2.15 -0.80 -0.475
C 0.308900 0.090041 -0.133777 0.08 2.14 -0.80 -0.007
C 1.771785 0.591760 0.213081 -1.16 -2.62 -0.48 -0.286
S 3.092026 -0.327356 -0.021838 -0.64 0.30 0.15 -0.182
H -0.659708 -1.685729 0.812270 0.73 -0.31 -0.06 0.295
H -1.623779 -0.653109 -0.459603 2.46 -1.01 1.19 0.173
H -0.190867 0.872915 -0.804993 1.13 -0.86 0.81 0.169
H 1.965735 1.608091 0.533978 -0.76 0.22 -0.01 0.312
```
Positions in Å, forces in eV/Å.

Summary:
- SMILES = C=CC=S
- ΔE to the lowest compared entry with this formula, charge and spin (kcal per mole) = 24.9
- strongest force on any atom (eV Å⁻¹) = 2.95
- frontier orbital gap (eV) = 8.3
- HOMO level (eV) = -8.840